This record from the OMol25 dataset describes a cluster of 23 separate species, C34H103N35O23 in total. The level of theory is the ωB97M-V functional and the def2-TZVPD basis.

```
195
Properties=species:S:1:pos:R:3:forces:R:3
C -4.231473 0.852389 0.963285 0.6277 0.6677 0.0796
O -3.746846 1.653969 1.778636 -0.4578 -0.5377 -0.1997
N -4.293701 1.193191 -0.389386 -0.0459 -2.0781 -0.1366
N -4.668246 -0.401460 1.343888 -0.2516 0.4895 -0.6655
H -3.815386 2.022635 -0.713513 0.0884 -0.0790 0.6372
H -4.114367 0.426213 -1.071837 -0.4382 0.8674 0.7963
H -4.835614 -0.610442 2.324420 0.3200 0.4144 -0.3657
H -5.228514 -0.973206 0.715116 0.2552 0.3157 0.1186
C 1.517208 1.473534 -1.957829 -0.7897 -0.0660 -1.3685
O 0.704530 2.274447 -1.435653 0.2080 -0.8466 -0.1603
N 2.810363 1.710954 -2.029136 1.6138 -0.4126 -0.0645
N 1.075363 0.327128 -2.688361 0.0415 2.2106 1.1009
H 3.248152 2.472341 -1.488348 -0.3328 -0.5534 -0.2755
H 3.388141 0.921279 -2.369795 -0.3307 0.9473 0.5214
H 1.672606 -0.474562 -2.848066 0.0878 0.0638 0.5178
H 0.160456 0.152373 -2.332921 -0.5404 -0.7585 -0.1740
C -4.354594 -3.160461 -0.173515 0.4720 0.8284 0.4433
O -4.261311 -3.019868 -1.393329 0.2304 -0.3260 -0.0376
N -5.641800 -3.113886 0.378671 1.4288 -0.2677 1.3310
N -3.144542 -3.252478 0.629381 -3.2934 -0.0008 -0.8502
H -6.441328 -3.096022 -0.238120 0.5442 -0.1268 -0.1998
H -5.804941 -3.257218 1.396404 0.4864 -0.1399 -0.9624
H -2.325416 -2.933926 0.120355 -0.2197 0.1144 0.3296
H -3.264092 -2.949218 1.596664 0.3113 -0.1717 -0.4366
C 3.508744 3.168176 1.051638 0.7168 -1.3029 1.9362
O 4.151731 3.314219 0.025780 -0.1671 0.5453 -0.5715
N 4.205458 2.687786 2.223295 -0.9059 0.5214 -1.3318
N 2.167425 3.386210 1.194176 1.4978 0.0165 0.4233
H 3.627406 2.189334 2.882543 -0.1788 -0.2117 -0.0396
H 5.025774 2.136498 1.966489 -0.4300 0.3551 0.0329
H 1.650662 2.993495 1.974175 0.0709 0.1338 -0.0689
H 1.723352 3.760174 0.390810 -0.6098 -0.0028 -0.6029
C 3.968453 0.809847 5.226022 -0.2283 0.9861 2.2943
O 3.959884 0.415433 4.078778 0.0728 -0.1932 0.3526
N 3.594061 0.012091 6.343621 0.1036 0.5547 -1.2991
N 4.404676 2.134933 5.574740 -0.8147 -1.7000 -1.2896
H 3.432486 0.438077 7.246487 0.1601 0.0005 -0.3147
H 3.052712 -0.834621 6.168581 0.4202 0.5037 -0.1341
H 4.233419 2.754373 4.773539 0.3527 -0.1505 0.6302
H 4.090443 2.503241 6.458865 -0.0646 -0.0141 -0.0614
C 6.798212 1.374183 -1.960596 -0.8355 -1.8846 -1.1571
O 7.057676 0.254283 -1.442484 -0.3079 2.4720 -0.7962
N 7.401189 2.541722 -1.551714 0.1881 0.1489 1.0726
N 5.886645 1.432233 -3.045731 0.7171 -0.8000 1.8711
H 6.785705 3.291898 -1.228808 -0.1639 -0.2945 -0.7462
H 8.012808 2.332047 -0.758422 -0.0919 -0.0725 -0.5069
H 5.372540 0.540261 -3.094833 0.3837 0.7037 -0.4600
H 5.927631 2.050078 -3.850455 0.1378 -0.1017 0.6872
C -3.980874 3.673130 4.928018 3.2040 1.0777 -0.0931
O -3.456578 2.658016 5.411773 -0.5401 -0.3622 0.7849
N -3.633536 4.909227 5.514936 -0.8865 -1.2447 0.1322
N -4.536219 3.617625 3.724878 -0.8520 1.4184 -0.8329
H -3.631464 5.811596 5.040352 -0.0669 -0.7824 0.0840
H -2.893642 4.712452 6.183221 -0.3340 0.5675 -0.2018
H -4.294802 2.815710 3.152677 -0.1981 -0.2842 0.0082
H -4.554212 4.491792 3.200102 -0.3290 -0.3660 0.0392
C 0.174532 2.102866 4.268260 -0.1843 -0.7127 1.0361
O 1.209886 2.086129 3.618598 -0.1419 0.1023 0.6458
N 0.245281 2.169961 5.775340 -0.7992 -0.0080 -3.1848
N -1.051600 2.087811 3.550660 1.3180 -0.0100 1.0645
H 0.976442 1.593536 6.199391 -0.1950 0.2994 -0.7933
H -0.645218 1.962279 6.192445 -0.3593 -0.1034 0.1656
H -1.955449 1.915593 3.965445 -0.0071 0.0868 0.5958
H -0.975762 1.661014 2.621985 0.2144 0.4427 0.3928
C -4.361134 -4.398867 3.636266 1.3358 0.5241 -2.2321
O -5.124025 -3.581506 3.053339 0.6288 -1.4809 1.4829
N -4.056114 -4.286439 4.993937 0.4536 -0.6093 -1.2726
N -3.652770 -5.394395 2.823847 -1.9272 1.6731 2.0864
H -3.119618 -4.578290 5.256751 -0.0708 -0.4721 -0.1403
H -4.268025 -3.425514 5.484064 -0.3622 -0.0084 -0.5909
H -3.912312 -5.460350 1.832198 0.3332 0.4609 1.0223
H -2.715833 -5.651509 3.110042 -0.1538 -0.1373 0.0480
C 4.139927 -1.723426 -1.469183 -2.5791 -1.8548 0.3360
O 3.859388 -0.890470 -2.368247 1.1744 -0.6860 0.8382
N 5.291886 -1.678028 -0.665130 -3.0534 0.9509 -2.2714
N 3.143350 -2.748258 -1.222009 3.1067 0.9604 0.9737
H 5.556408 -2.517216 -0.204645 0.3759 -0.5708 0.2541
H 5.911017 -0.973700 -1.083343 0.6956 -0.4514 0.6021
H 2.311422 -2.944864 -1.766169 0.0954 0.8154 -0.2475
H 3.318195 -3.386450 -0.440239 0.0479 0.4214 -0.3783
C -0.719883 -4.253511 3.256070 0.6070 1.5603 0.7042
O -0.932571 -5.032823 4.174176 -0.3237 -1.2948 -0.2215
N -0.998781 -2.896357 3.559549 0.9613 -2.1001 -1.7335
N -0.182084 -4.592590 2.033793 -0.1228 -0.5523 1.0642
H -1.707902 -2.875819 4.260940 -0.2356 0.6922 0.4495
H -0.888599 -2.232252 2.809957 -0.3295 0.3766 -0.0146
H 0.375722 -5.453038 1.917207 -0.7021 0.7123 0.2731
H 0.080637 -3.838067 1.447637 0.2721 0.7358 -0.5898
C -3.697796 6.394566 0.398854 1.4822 0.5222 -0.1640
O -4.071225 5.748945 1.386641 0.5740 0.4842 -1.4931
N -4.348167 7.555216 -0.008301 0.6762 -0.3939 -0.3028
N -2.534876 6.051318 -0.429730 -1.4133 1.3718 0.5966
H -5.095745 7.929344 0.581418 0.6951 -0.4106 -0.4136
H -3.928137 8.167627 -0.726196 -0.5574 -0.7462 0.8848
H -1.861080 5.394285 -0.062981 -0.4629 -0.0577 0.4407
H -2.028276 6.820471 -0.916347 -0.9734 -0.7703 0.6918
O 3.324889 -3.660007 -6.893985 0.4545 -0.1381 -1.2464
C 2.860975 -3.447368 -5.811975 -1.9449 0.1757 2.0369
N 3.376035 -2.566204 -4.916636 1.4560 1.0819 -0.3502
C 1.516503 -4.021433 -5.295497 0.8527 1.0632 0.3171
H 3.264198 -2.519143 -3.914018 -0.5824 -0.1894 -0.2826
H 4.096803 -1.940661 -5.269197 -0.0205 -0.4932 0.1658
H 0.766679 -3.898700 -6.054196 -0.2033 -0.5672 -0.6387
H 1.156398 -3.410926 -4.464307 0.2317 -0.1532 0.0950
H 1.670185 -5.019995 -4.936998 -0.2480 -0.7325 -0.1628
O -1.018999 7.533965 2.683352 -0.8098 0.5923 -0.0556
C -0.781678 6.459239 3.186837 1.5081 -0.9818 -0.5477
N -1.647250 5.417746 3.217219 1.0741 0.0449 0.6079
C 0.607000 6.196960 3.745371 -0.4778 -1.3081 -0.5366
H -2.507949 5.589889 2.791839 -1.6170 0.0357 -0.9793
H -1.395907 4.461353 3.430344 0.1175 0.2475 0.0421
H 0.719989 6.988748 4.467116 0.8386 0.0150 0.2866
H 1.363881 6.124107 2.950883 -0.2697 0.9659 0.0950
H 0.685329 5.175933 4.132736 -0.1984 0.2778 0.7622
O 1.865661 1.532489 -6.724109 -1.3390 -1.3990 0.2223
C 1.222870 0.465165 -6.861727 0.9606 0.4232 0.4472
N 0.820452 -0.318902 -5.818313 0.1772 1.1672 0.7644
C 1.031406 -0.145021 -8.202606 -0.5607 -1.2151 -0.5144
H 0.122170 -1.050472 -5.826489 0.1009 0.1867 -0.7108
H 0.942316 0.080893 -4.887221 0.1169 -0.0136 -0.2458
H 0.035571 -0.584040 -8.357995 -0.1217 0.6570 0.1046
H 1.612376 -1.067445 -8.253370 0.5502 0.1444 0.0787
H 1.324953 0.498377 -9.016775 -0.0482 0.2590 -0.0507
O 1.352004 -6.548659 0.102461 0.2762 0.4682 -0.0395
C 2.220078 -7.238082 -0.385801 1.2180 -1.9426 -0.4603
N 3.587948 -7.076363 -0.166453 -1.2709 1.4125 0.5812
C 1.925071 -8.456918 -1.285248 1.9226 0.5471 -0.1600
H 3.804785 -6.191364 0.307468 0.2924 -0.7149 -0.0687
H 4.336879 -7.708932 -0.433808 -0.7121 0.3446 -0.0932
H 2.091915 -9.403290 -0.768694 -0.7756 0.0965 0.3475
H 2.748516 -8.506681 -2.014830 -0.2934 0.2345 -0.1139
H 1.018978 -8.350088 -1.843764 -0.7002 -0.2042 0.1588
O -2.392406 -1.847102 6.270823 0.1653 -0.9392 0.7240
C -2.784988 -0.743359 5.961554 -0.7160 -0.2697 -2.4625
N -2.799802 0.291459 6.780461 -0.1453 0.6695 2.0222
C -3.291897 -0.579029 4.508860 1.3610 -0.6287 0.5062
H -3.086299 1.209783 6.495990 -0.5177 0.2824 -0.4042
H -2.961935 0.037519 7.753408 0.5714 0.2677 -0.2740
H -3.560103 -1.590167 4.290435 -0.6654 -0.6725 -0.3402
H -2.398817 -0.476221 3.871116 -0.4201 0.6752 0.0212
H -4.119139 0.075893 4.284848 0.1953 0.6090 0.1722
O 4.275452 -3.879755 1.369832 0.0344 0.7246 0.5797
C 4.164222 -3.230139 2.431330 -0.3627 -1.0812 -0.5676
N 4.546442 -1.960037 2.545857 -0.0731 0.9080 -0.0629
C 3.673408 -3.953890 3.646388 -0.9809 0.5811 1.5764
H 4.315681 -1.307365 3.299610 -0.0371 -0.6420 -0.0477
H 4.794388 -1.495369 1.687865 0.1389 0.0030 -0.3084
H 2.587341 -4.054182 3.824756 0.1281 0.0350 -1.2015
H 3.889428 -3.491671 4.619974 0.8286 0.0970 -0.3784
H 4.081064 -4.936935 3.599204 0.2737 -0.7476 0.1403
O -2.371612 -0.490622 -5.767279 0.3116 0.3950 -0.2033
C -3.576973 -0.627550 -5.833249 -0.8512 -2.4545 2.5869
N -4.314583 -0.303862 -6.893060 0.4173 0.3818 -0.0247
C -4.388667 -1.337756 -4.643482 -0.2654 1.7377 -1.7042
H -5.309281 -0.455449 -6.840799 0.2026 0.4813 -0.5091
H -3.780628 0.289118 -7.513200 -0.8525 0.0006 -0.6037
H -3.929398 -2.250816 -4.353450 0.8863 -0.3616 0.5832
H -5.394325 -1.653301 -4.961178 0.1338 0.4454 -0.0336
H -4.475922 -0.565811 -3.857739 0.1948 -0.7039 -0.0705
O 0.484109 -2.465067 -2.477084 0.2121 0.0628 0.0388
C -0.672006 -2.817262 -2.269164 -0.6692 1.3871 -0.0911
N -1.726891 -1.947960 -2.196536 1.0451 -0.7197 0.1118
C -1.094838 -4.213832 -2.120606 -0.7540 -2.2870 -0.1248
H -2.651993 -2.342891 -2.042470 -0.1064 0.3838 -0.0066
H -1.587584 -0.952995 -2.264784 -0.2338 0.1374 -0.2180
H -0.813348 -4.829037 -3.008445 -0.0304 0.6231 0.4936
H -2.199908 -4.243138 -2.050344 0.6129 -0.2962 0.1007
H -0.659548 -4.756424 -1.252641 -0.1263 0.6274 -0.3831
O 0.314899 6.059952 -4.735218 -0.1898 -0.8634 -0.8995
C 0.759481 4.954182 -5.032704 0.4801 0.1491 0.5753
N 0.356248 4.196844 -6.106285 -0.4015 1.2226 1.2289
C 1.730779 4.292003 -4.109721 0.7343 0.3585 0.3374
H -0.176584 4.742155 -6.733913 -0.6149 0.1781 -0.9864
H 0.885799 3.422872 -6.432738 0.6903 -0.7003 -0.2729
H 2.546147 3.691720 -4.517334 -0.3732 -0.0423 -0.3506
H 1.156437 3.693870 -3.435250 -0.4113 -0.7558 0.4532
H 2.157767 5.058921 -3.474025 0.1413 0.2239 -0.0306
O -0.125825 -1.557922 1.098663 -0.8632 0.3878 0.0389
C 0.208629 -0.406927 0.778377 1.5645 -1.6780 0.3637
N -0.639874 0.504266 0.303752 -0.9024 0.0977 0.1610
C 1.688007 -0.127549 0.789334 0.6692 0.3026 -1.6485
H -1.588117 0.152275 0.148244 0.4548 0.4464 -0.0032
H -0.315838 1.359036 -0.161398 0.0105 -0.3130 -0.0555
H 2.334599 -0.757965 1.392516 -0.6767 -0.3559 0.2706
H 1.989553 0.884974 0.954961 -0.2230 0.7899 0.2604
H 2.010854 -0.305705 -0.269315 -0.2184 -0.1117 0.7308
O -2.534428 1.069728 -2.656089 0.8346 0.8824 -0.4273
C -2.013148 2.088890 -3.176831 -0.5881 -0.1114 -0.3770
N -1.377560 1.976437 -4.360067 -0.1171 -1.1446 0.4602
C -2.202572 3.407441 -2.467589 0.1199 -1.0025 0.9911
H -0.845139 2.634140 -4.930725 -0.3820 0.1508 0.7048
H -1.344374 0.980826 -4.603435 0.0927 0.5913 -0.5186
H -1.769276 3.184203 -1.492433 0.2186 0.2027 0.1617
H -3.253465 3.536916 -2.243603 -0.3424 0.1662 -0.3304
H -1.766196 4.325019 -2.801343 0.3030 0.2757 -0.7550
```
Positions in Å, forces in eV/Å.

Values from the calculation:
HOMO level ... -9.32 eV